(1)
# C22H34N3NiOSSi3

C22H34N3NiOSSi3 as an isolated structure (wB97M-V/def2-TZVPD, the Open Molecules 2025 dataset).

Geometry (Å):
Ni 0.11 0.05 0.19
C -4.05 -2.60 1.96
N -3.95 -2.12 0.60
C -4.94 -2.16 -0.35
C -4.46 -1.59 -1.46
N -3.15 -1.19 -1.20
C -2.81 -1.54 0.10
S -1.45 -1.35 1.03
C -2.36 -0.51 -2.16
C -2.97 0.04 -3.29
C -2.13 0.49 -4.30
C -0.75 0.40 -4.15
C -0.27 -0.06 -2.94
N -1.06 -0.47 -1.96
H -4.99 -3.13 2.07
H -4.00 -1.76 2.66
H -3.22 -3.27 2.18
H -5.90 -2.61 -0.15
H -4.91 -1.49 -2.43
H -4.04 0.15 -3.39
H -2.56 0.93 -5.19
H -0.07 0.71 -4.93
H 0.79 -0.08 -2.72
C 1.36 2.70 -1.59
Si 1.83 1.30 -0.36
C 2.62 2.26 1.08
C 3.30 0.39 -1.18
C 4.40 0.95 -1.82
C 5.42 0.14 -2.33
C 5.34 -1.24 -2.18
C 4.25 -1.81 -1.53
C 3.22 -1.01 -1.03
Si 1.63 -1.55 -0.12
C 1.02 -3.06 -1.14
C 2.24 -2.30 1.52
H 2.26 3.22 -1.92
H 0.72 3.42 -1.08
H 0.83 2.36 -2.48
H 3.47 2.86 0.72
H 2.99 1.58 1.85
H 1.88 2.92 1.54
H 4.48 2.02 -1.94
H 6.27 0.58 -2.83
H 6.13 -1.87 -2.57
H 4.20 -2.89 -1.42
H 1.75 -3.88 -1.13
H 0.84 -2.78 -2.18
H 0.08 -3.45 -0.73
H 2.95 -3.11 1.35
H 1.41 -2.68 2.12
H 2.74 -1.53 2.12
C -2.72 2.70 2.93
Si -0.99 1.91 2.92
C -1.06 0.54 4.24
C 0.15 3.23 3.68
O -0.57 1.41 1.49
H -3.02 3.05 3.92
H -3.47 1.97 2.60
H -2.76 3.54 2.24
H -1.60 0.87 5.13
H -0.05 0.25 4.55
H -1.55 -0.36 3.85
H -0.22 3.54 4.66
H 0.21 4.12 3.04
H 1.16 2.84 3.80

Calculated values
- HOMO energy: -0.124 Eh
- ΔE to the lowest compared entry with this formula, charge and spin: 68.5 kJ/mol
- Charge: -1
- LUMO: 2.4 eV

(2)
# C22H34N4O4S

A 5-piece molecular cluster, C22H34N4O4S overall (wB97M-V/def2-TZVPD, the Open Molecules 2025 dataset).

Geometry (Å):
C -0.14 -0.08 1.16
C -1.31 0.55 0.39
C -2.68 0.25 1.03
C -3.69 -0.40 0.09
O -3.11 -1.33 -0.86
S -3.01 -2.85 -0.35
O -2.81 -2.86 1.08
O -1.49 -3.21 -0.99
O -0.78 -2.10 -1.59
C 0.19 -2.66 -2.47
C 1.43 -1.77 -2.45
H 0.13 0.54 2.02
H 0.74 -0.20 0.53
H -0.43 -1.06 1.53
H -1.27 0.20 -0.64
H -1.16 1.63 0.35
H -2.55 -0.36 1.92
H -3.13 1.20 1.33
H -4.16 0.36 -0.53
H -4.48 -0.88 0.66
H 0.44 -3.67 -2.13
H -0.24 -2.74 -3.47
H 1.30 -0.95 -1.74
H 1.62 -1.32 -3.43
H 2.30 -2.35 -2.17
N 4.79 0.19 -4.54
C 5.45 -0.32 -5.63
C 4.65 -0.14 -6.72
C 3.46 0.50 -6.28
C 3.58 0.69 -4.93
H 5.14 0.18 -3.60
H 6.42 -0.77 -5.53
H 4.88 -0.44 -7.73
H 2.61 0.79 -6.88
H 2.90 1.14 -4.22
N -5.90 -1.70 5.51
C -5.58 -0.51 4.91
C -4.93 -0.80 3.74
C -4.84 -2.21 3.63
C -5.45 -2.74 4.74
H -6.37 -1.80 6.39
H -5.83 0.42 5.37
H -4.55 -0.07 3.04
H -4.38 -2.77 2.84
H -5.60 -3.76 5.05
N 9.43 0.87 -3.14
C 8.23 0.24 -3.34
C 8.32 -1.02 -2.80
C 9.63 -1.15 -2.26
C 10.29 0.03 -2.48
H 9.65 1.80 -3.44
H 7.43 0.74 -3.85
H 7.54 -1.76 -2.80
H 10.04 -2.02 -1.76
H 11.29 0.34 -2.24
N -6.07 3.33 5.23
C -4.82 3.24 4.67
C -4.34 4.51 4.51
C -5.34 5.40 4.99
C -6.39 4.64 5.42
H -6.66 2.55 5.45
H -4.38 2.28 4.44
H -3.38 4.77 4.10
H -5.28 6.48 5.02
H -7.34 4.93 5.85

Calculated values
- HOMO energy: -0.306 Eh
- ΔE to the lowest compared entry with this formula, charge and spin: 552.8 kJ/mol
- LUMO: 0.7 eV

(3)
# C22H34N4O5

A 2-piece molecular cluster, C22H34N4O5 overall (wB97M-V/def2-TZVPD, the Open Molecules 2025 dataset).

Geometry (Å):
O 3.18 -3.04 2.93
O -5.59 0.62 -1.43
O -1.66 -0.64 2.27
O -1.48 2.46 -1.94
O 2.20 3.05 -0.01
C 4.20 -2.45 2.63
C -5.12 -0.10 -2.30
C -2.84 -0.57 1.98
C -2.58 1.91 -1.82
C 2.23 -2.80 -1.66
C 3.37 -2.00 -1.70
C 1.25 -2.55 -0.70
C 3.52 -0.95 -0.79
C 1.41 -1.50 0.21
C 2.54 -0.66 0.18
N -3.73 -1.01 2.85
N -3.70 2.63 -1.68
N 4.23 -1.07 2.52
N -3.81 -0.26 -2.53
C 5.48 -3.23 2.41
C -6.05 -0.88 -3.20
C -3.75 4.09 -1.60
C 3.43 2.38 -0.29
C 1.11 2.14 0.20
C -3.33 -0.02 0.65
C 3.04 -0.22 2.60
C 3.82 1.49 0.90
C 1.41 1.27 1.42
C 2.71 0.45 1.24
C -2.34 -0.28 -0.50
C -2.65 0.37 -1.87
H 2.11 -3.62 -2.36
H 4.14 -2.20 -2.44
H 0.37 -3.18 -0.64
H 4.43 -0.37 -0.87
H 0.64 -1.38 0.97
H -4.71 -0.95 2.65
H -3.35 -1.36 3.71
H -4.56 2.11 -1.56
H 5.10 -0.65 2.21
H -3.59 -0.88 -3.28
H 5.85 -3.06 1.39
H 5.29 -4.30 2.54
H 6.24 -2.91 3.13
H -5.83 -1.95 -3.10
H -5.90 -0.56 -4.23
H -7.08 -0.69 -2.90
H -4.68 4.40 -1.13
H -3.68 4.52 -2.60
H -2.91 4.45 -1.00
H 3.33 1.78 -1.20
H 4.21 3.12 -0.46
H 0.95 1.52 -0.69
H 0.19 2.71 0.37
H -3.50 1.06 0.76
H -4.28 -0.49 0.41
H 2.17 -0.80 2.93
H 3.20 0.55 3.36
H 4.77 1.00 0.71
H 3.97 2.14 1.77
H 1.51 1.93 2.29
H 0.55 0.63 1.63
H -2.26 -1.36 -0.64
H -1.36 0.08 -0.19
H -1.80 0.10 -2.49

Calculated values
- HOMO energy: -0.319 Eh
- Structure (SMILES): CNC(=O)[C@@H](CCC(N)=O)NC(C)=O.CC(=O)NCC1(c2ccccc2)CCOCC1
- ΔE to the lowest compared entry with this formula, charge and spin: 0.0 kJ/mol
- LUMO: 0.4 eV

(4)
# C22H34N7O3SZr

C22H34N7O3SZr as an isolated structure (wB97M-V/def2-TZVPD, the Open Molecules 2025 dataset).

Geometry (Å):
Zr -0.54 -0.77 -0.33
C -1.56 -3.74 -0.98
C -1.64 -3.61 0.53
N -2.01 -2.21 0.84
C -1.97 -1.94 2.30
C -0.53 -1.70 2.69
C -0.06 -1.86 3.98
C 1.29 -1.64 4.23
C 2.14 -1.32 3.17
C 1.60 -1.20 1.91
C 2.43 -0.94 0.67
N 1.66 -1.35 -0.52
C 1.72 -2.83 -0.71
C 0.76 -3.24 -1.81
N -0.62 -2.73 -1.54
N 0.28 -1.36 1.68
H -2.55 -3.55 -1.40
H -1.27 -4.75 -1.26
H -0.68 -3.83 1.00
H -2.37 -4.32 0.92
H -2.97 -2.08 0.53
H -2.39 -2.76 2.88
H -2.54 -1.04 2.51
H -0.73 -2.15 4.78
H 1.68 -1.75 5.23
H 3.20 -1.18 3.34
H 3.38 -1.48 0.75
H 2.67 0.12 0.60
H 2.05 -0.88 -1.34
H 1.45 -3.30 0.24
H 2.73 -3.16 -0.96
H 0.77 -4.32 -1.93
H 1.11 -2.80 -2.75
H -1.01 -2.45 -2.44
N 2.89 0.82 -2.79
N 2.03 1.48 -3.68
C 0.82 0.96 -3.98
N 0.17 1.47 -5.02
S 0.10 -0.30 -3.10
H 3.38 1.52 -2.24
H 3.59 0.32 -3.33
H 2.44 2.15 -4.32
H 0.58 2.14 -5.65
H -0.72 1.07 -5.27
C -0.72 2.75 -1.42
C 0.02 2.28 -0.21
O 0.39 1.06 -0.15
C 0.30 3.19 0.86
C 0.22 4.58 0.68
C 0.49 5.43 1.74
C 0.79 4.90 2.99
C 0.84 3.52 3.19
C 0.61 2.67 2.13
H -1.08 1.92 -2.02
H -0.05 3.35 -2.05
H -1.56 3.40 -1.14
H -0.01 5.00 -0.29
H 0.44 6.50 1.60
H 0.99 5.57 3.82
H 1.05 3.13 4.17
H 0.62 1.60 2.26
C -4.01 1.16 -0.58
C -2.74 0.40 -0.42
O -2.00 0.51 0.61
O -2.33 -0.41 -1.32
H -3.97 2.10 -0.03
H -4.83 0.57 -0.17
H -4.22 1.33 -1.64

Calculated values
- HOMO energy: -0.635 Eh
- ΔE to the lowest compared entry with this formula, charge and spin: 44.7 kJ/mol
- Charge: +3
- LUMO: -8.8 eV

(5)
# C22H34NO3P3Ru

C22H34NO3P3Ru as an isolated structure (wB97M-V/def2-TZVPD, the Open Molecules 2025 dataset).

Geometry (Å):
C 4.45 -0.92 -2.49
C 3.06 -1.03 -2.37
C 2.56 -1.90 -1.34
C 3.31 -2.04 -0.14
C 4.71 -1.92 -0.26
C 5.27 -1.47 -1.49
C 2.46 -2.14 1.05
C 1.61 -3.31 0.80
C 0.84 -3.16 -0.39
C -0.50 -3.66 -0.40
C -0.78 -4.79 0.38
C 0.19 -5.24 1.29
C 1.32 -4.45 1.59
H 4.88 -0.41 -3.37
H 5.37 -2.18 0.58
H 6.36 -1.48 -1.65
H 2.88 -1.98 2.04
H -1.74 -5.32 0.24
H 0.01 -6.21 1.81
H 1.98 -4.73 2.43
N 1.26 -2.34 -1.42
Ru 0.35 -0.09 0.04
C 2.03 -0.22 -3.11
H 1.27 -0.90 -3.51
H 2.47 0.40 -3.91
C -1.50 -2.85 -1.17
H -1.14 -2.78 -2.21
H -2.52 -3.26 -1.12
P 1.03 0.89 -1.95
P -1.58 -1.05 -0.62
C -2.93 -1.14 0.59
H -3.19 -0.14 0.96
H -3.79 -1.62 0.12
H -2.59 -1.75 1.44
C -2.46 -0.34 -2.04
H -3.46 -0.80 -2.05
H -2.55 0.74 -1.92
H -1.94 -0.59 -2.97
C 2.29 2.13 -1.52
H 2.81 2.51 -2.42
H 1.81 2.95 -0.98
H 3.02 1.65 -0.86
C -0.05 1.81 -3.08
H -0.76 2.41 -2.50
H 0.53 2.48 -3.73
H -0.61 1.11 -3.71
H 1.50 -1.03 0.81
H -0.56 -0.78 1.16
C -3.12 2.94 0.20
O -1.84 2.44 -0.30
P -0.63 1.85 0.65
O 0.42 3.10 0.78
C -0.05 4.47 1.00
O -1.39 1.82 2.07
C -0.62 1.81 3.30
H -3.72 2.14 0.64
H -3.65 3.34 -0.68
H -3.00 3.77 0.92
H -0.91 4.71 0.35
H -0.32 4.60 2.06
H 0.79 5.13 0.76
H 0.36 1.33 3.17
H -0.47 2.84 3.66
H -1.20 1.24 4.03

Calculated values
- HOMO energy (alpha / beta): -0.485 / -0.519 Eh
- Charge: +2
- LUMO (alpha / beta): -6.8 / -8.8 eV
- Multiplicity: 5

(6)
# C22H35AlAs4OS2

C22H35AlAs4OS2 as an isolated structure (wB97M-V/def2-TZVPD, the Open Molecules 2025 dataset).

Geometry (Å):
Al -0.38 0.64 -0.46
C -2.66 -0.92 2.47
As -2.53 -0.38 0.59
C -4.19 0.66 0.46
C -3.05 -2.01 -0.37
C -4.35 -2.52 -0.42
C -4.58 -3.79 -0.92
C -3.57 -4.55 -1.52
C -2.30 -4.03 -1.53
C -2.04 -2.72 -1.04
As -0.32 -1.87 -1.18
C 0.09 -2.25 -3.08
C 0.77 -3.23 -0.44
H -3.34 -1.75 2.41
H -3.00 -0.07 3.05
H -1.69 -1.31 2.92
H -4.91 0.21 1.18
H -4.66 0.69 -0.53
H -3.93 1.65 0.80
H -5.14 -1.91 0.11
H -5.58 -4.15 -0.76
H -3.81 -5.53 -1.98
H -1.44 -4.60 -1.82
H 0.17 -3.33 -3.21
H 1.03 -1.78 -3.29
H -0.65 -1.81 -3.74
H 0.62 -4.15 -1.05
H 0.50 -3.30 0.64
H 1.76 -2.86 -0.49
C 3.48 -0.87 -1.14
As 2.31 0.70 -0.83
C 2.87 1.78 -2.41
C 3.42 1.39 0.58
C 4.76 1.55 0.34
C 5.60 2.21 1.25
C 5.06 2.62 2.50
C 3.76 2.31 2.79
C 2.92 1.68 1.86
As 1.04 1.16 2.18
C 0.64 2.66 3.43
C 1.41 -0.03 3.75
H 4.34 -0.64 -1.73
H 2.99 -1.62 -1.78
H 3.78 -1.28 -0.17
H 3.31 1.24 -3.30
H 3.65 2.46 -2.04
H 2.01 2.36 -2.76
H 5.13 1.11 -0.61
H 6.60 2.41 0.99
H 5.68 3.18 3.18
H 3.28 2.49 3.73
H 1.36 2.80 4.24
H -0.31 2.39 3.92
H 0.50 3.56 2.80
H 1.74 0.63 4.54
H 2.18 -0.79 3.45
H 0.45 -0.51 4.03
C -3.35 3.42 -3.24
O -2.92 3.34 -1.83
C -1.85 2.65 -1.46
S -0.95 1.54 -2.52
S -1.34 2.78 0.14
H -4.35 3.93 -3.21
H -3.47 2.42 -3.67
H -2.55 3.94 -3.80

Calculated values
- HOMO energy: -0.526 Eh
- ΔE to the lowest compared entry with this formula, charge and spin: 0.0 kJ/mol
- Charge: +2
- LUMO: -5.9 eV

| no. | E (Eh) | strongest force on any atom (hartree/bohr) |
| --- | --- | --- |
| 1 | -3873.363456 | 0.01977 |
| 2 | -1776.678509 | 0.01362 |
| 3 | -1454.020368 | 0.04005 |
| 4 | -1912.329750 | 0.02326 |
| 5 | -2257.485275 | 0.08769 |
| 6 | -10915.910068 | 0.05366 |